Entry 1:
Entry from the OMol25 dataset: a cluster of 6 separate species, C39H60N7O in total in a non-equilibrium geometry (ωB97M-V/def2-TZVPD).

Structure (XYZ):
```
107
Properties=species:S:1:pos:R:3:forces:R:3
C 6.4046 1.0792 -2.1334 -0.31 0.11 1.21
C 6.2544 2.5041 -1.5011 1.05 0.05 -0.30
C 5.9016 3.6244 -2.5321 -0.12 -0.25 0.62
C 4.3461 3.7139 -2.8388 1.32 -0.22 0.31
C 3.7465 4.9683 -2.1294 -0.53 0.11 -0.62
C 2.4301 5.4914 -2.8148 0.20 -1.07 -0.35
C 1.3335 4.3594 -2.8732 0.73 -0.16 0.00
C 1.1592 3.6144 -1.4924 1.13 -0.20 -0.94
N -0.2238 3.0669 -1.3058 2.02 1.58 0.50
N -0.4218 1.9598 -2.0112 -2.14 0.32 1.22
C -1.6451 1.4962 -1.8175 -1.03 -2.67 -1.38
C -1.9818 0.2255 -2.6560 -0.13 -0.10 -0.23
C -2.6789 -0.9058 -1.8208 -0.06 -0.26 -1.08
C -2.8162 0.5999 -3.9539 -0.20 -0.75 1.08
C -4.2248 1.1917 -3.6337 1.22 1.17 -0.41
C -2.6822 1.9992 -0.9555 1.60 2.15 0.70
C -2.4043 3.1903 -0.2206 0.11 -2.12 -1.58
C -3.4346 3.7984 0.7317 0.03 -0.56 0.10
C -1.0699 3.6938 -0.5014 -1.93 0.81 1.22
O -0.6888 4.8525 0.1124 -0.05 -0.97 -0.97
C -1.3872 6.0212 -0.3739 0.06 2.26 -0.51
C -1.1368 6.3882 -1.8622 -0.63 -0.01 0.34
H 7.1238 1.0567 -2.9759 -0.66 0.12 0.31
H 5.4043 0.6710 -2.3915 0.69 0.15 -0.27
H 6.8221 0.4005 -1.3499 -0.32 0.39 -0.61
H 7.2575 2.7544 -1.0725 -0.73 -0.10 -0.24
H 5.5570 2.5131 -0.6288 0.29 -0.10 -0.71
H 6.2709 4.5865 -2.1017 -0.41 -0.56 -0.42
H 6.5035 3.4462 -3.4487 -0.49 0.09 0.44
H 3.9198 2.7503 -2.4694 -0.02 0.71 -0.29
H 4.2385 3.7160 -3.9441 -0.31 0.31 0.64
H 4.5095 5.7770 -2.2084 -0.63 -0.49 0.29
H 3.5497 4.7491 -1.0520 0.41 0.24 -0.69
H 2.7089 5.6687 -3.8821 -0.34 0.27 0.78
H 2.0657 6.4322 -2.3563 0.21 -0.54 -0.19
H 1.7450 3.6101 -3.5913 -0.49 0.42 0.53
H 0.3765 4.6964 -3.3135 0.50 -0.03 0.46
H 1.5277 4.1832 -0.6235 -0.84 -0.06 -0.39
H 1.8350 2.7317 -1.5679 -0.80 0.42 0.31
H -1.0456 -0.2277 -3.0591 -0.42 0.67 0.52
H -1.9110 -1.6249 -1.4651 -0.64 0.62 0.28
H -3.3111 -1.4831 -2.5402 0.40 0.36 0.59
H -3.3659 -0.5580 -1.0265 0.62 -0.28 -0.23
H -2.1682 1.2602 -4.5677 -0.71 -0.26 0.16
H -2.9715 -0.3681 -4.4853 0.35 0.71 0.19
H -4.7495 0.7045 -2.7900 0.16 -0.05 -0.77
H -4.8035 1.2156 -4.5789 -0.03 -0.11 0.84
H -4.0597 2.2573 -3.3290 -0.44 -0.68 -0.21
H -3.6428 1.4709 -0.8961 0.58 0.37 0.04
H -4.2399 3.0463 0.9031 0.57 0.53 -0.28
H -3.0128 4.0070 1.7407 -0.09 0.18 -0.86
H -3.9068 4.6978 0.2868 0.32 -0.50 0.44
H -2.4832 6.0127 -0.2135 0.69 -0.53 0.12
H -1.0029 6.8735 0.2327 -0.17 -0.90 -0.16
H -1.5223 5.5719 -2.5100 0.46 0.53 0.14
H -1.7577 7.2896 -2.0859 0.37 -0.68 0.24
H -0.0930 6.6742 -2.0832 -0.52 -0.49 0.13
N -2.0345 -3.4949 3.2240 -0.01 0.11 -0.15
C -3.0752 -3.8251 2.3990 0.02 -0.07 0.08
C -3.3278 -2.7496 1.5887 -0.09 -0.09 -0.09
C -2.4007 -1.7338 1.9340 0.10 0.09 0.03
C -1.6142 -2.2240 2.9439 0.06 -0.03 0.10
H -1.6391 -4.0947 3.9273 -0.07 0.04 -0.01
H -3.5449 -4.7929 2.4612 -0.03 0.06 0.00
H -4.0934 -2.6981 0.8307 0.02 -0.03 0.04
H -2.3190 -0.7531 1.4911 0.02 -0.02 0.03
H -0.7958 -1.7797 3.4863 -0.04 0.00 -0.02
N -1.9769 -8.1170 4.4720 0.06 0.07 0.11
C -1.6488 -6.7928 4.3872 -0.05 -0.01 -0.11
C -1.2881 -6.3671 5.6400 0.04 0.11 -0.15
C -1.3981 -7.4793 6.5122 0.01 -0.13 0.15
C -1.8222 -8.5447 5.7630 -0.04 -0.02 -0.08
H -2.2837 -8.6887 3.7048 0.04 0.03 0.05
H -1.7012 -6.2704 3.4455 0.04 -0.07 0.00
H -0.9778 -5.3662 5.9018 -0.06 -0.01 0.02
H -1.1891 -7.4961 7.5698 -0.05 0.01 -0.03
H -2.0276 -9.5665 6.0355 0.01 0.05 0.02
N 1.7752 -5.8792 7.7692 0.07 -0.01 0.04
C 2.8090 -5.0763 8.1707 -0.04 0.06 -0.01
C 3.5277 -5.7557 9.1191 0.04 0.11 -0.04
C 2.9074 -7.0201 9.2935 -0.07 -0.08 -0.02
C 1.8317 -7.0679 8.4459 -0.07 -0.01 0.00
H 1.0828 -5.6347 7.0838 0.06 -0.11 0.01
H 2.9420 -4.0936 7.7487 0.02 -0.03 0.04
H 4.4024 -5.3872 9.6305 -0.03 -0.01 -0.02
H 3.2161 -7.8058 9.9642 -0.01 0.03 -0.03
H 1.1033 -7.8410 8.2665 0.06 0.01 0.01
N -8.7508 1.4978 -2.0063 0.08 0.14 0.05
C -7.4934 1.3005 -1.5105 0.08 -0.09 -0.01
C -6.9209 2.5319 -1.3089 -0.01 -0.18 0.00
C -7.8749 3.5091 -1.6939 -0.07 0.09 -0.04
C -8.9937 2.8402 -2.1168 -0.03 -0.05 -0.05
H -9.3983 0.7695 -2.2514 0.03 0.05 0.03
H -7.1145 0.3048 -1.3453 -0.01 0.04 0.01
H -5.9277 2.7111 -0.9262 -0.04 0.00 0.00
H -7.7550 4.5802 -1.6637 -0.03 -0.04 0.00
H -9.9386 3.2021 -2.4867 0.05 0.02 0.02
N 7.3155 -3.8775 -2.7167 -0.06 0.02 -0.07
C 6.4290 -2.8396 -2.6195 0.01 0.02 0.08
C 6.2548 -2.3156 -3.8742 -0.06 0.03 0.10
C 7.0635 -3.0702 -4.7635 0.06 -0.07 -0.06
C 7.7030 -4.0273 -4.0205 0.06 -0.03 0.02
H 7.6326 -4.4428 -1.9494 -0.02 0.03 -0.06
H 6.0018 -2.5643 -1.6691 0.01 0.01 -0.04
H 5.6169 -1.4835 -4.1266 0.03 -0.03 0.01
H 7.1640 -2.9273 -5.8274 0.00 -0.02 0.04
H 8.3991 -4.7991 -4.3052 -0.02 0.05 -0.01
```
Forces are in eV/Å.

Results
2S+1 = 1
HOMO-LUMO gap = 5.4 eV
HOMO level = -0.3409 Ha
Lowest unoccupied orbital energy = -3.9 eV
Charge = +1

Atomic partial charges in e from the Mulliken method, atoms 1 to 2:
1. C -0.991
2. C -0.590

***

Entry 2:
Entry from the OMol25 dataset: a structure of composition C39H61N5O4PtSbSe (ωB97M-V/def2-TZVPD).

Structure (XYZ):
```
112
Properties=species:S:1:pos:R:3:forces:R:3
Pt 0.5548 1.1050 -0.5505 0.52 -0.22 0.26
C -2.0481 -0.2690 3.8418 0.05 -0.18 -0.02
C -1.0488 0.5886 3.1487 0.06 -0.12 0.06
C -0.2695 1.6290 3.5983 -0.01 0.01 -0.05
C 0.5042 2.0473 2.5000 0.15 0.12 -0.11
N 0.2315 1.2857 1.4460 -0.49 -0.27 0.12
N -0.7245 0.4113 1.8557 0.23 -0.07 0.16
C 1.4699 3.1773 2.4365 -0.01 0.04 -0.02
H -2.1965 0.0859 4.8586 -0.03 0.01 0.00
H -1.7094 -1.3053 3.8840 0.05 0.00 0.02
H -3.0116 -0.2481 3.3307 0.20 -0.10 0.09
H -0.2624 2.0481 4.5899 0.00 0.01 0.00
H -1.0999 -0.2398 1.1827 0.10 -0.03 0.06
H 1.0066 4.0812 2.8323 0.00 0.02 0.01
H 1.7808 3.3593 1.4103 -0.06 0.02 0.04
H 2.3555 2.9788 3.0418 0.00 -0.03 -0.01
C -4.5452 0.2713 -2.7939 -0.01 -0.07 0.06
C -4.8466 1.4678 -1.9004 0.02 0.06 -0.02
C -4.7685 1.1290 -0.4127 -0.02 -0.06 0.00
C -3.3315 0.9255 0.0982 0.00 0.10 0.05
N -2.8968 2.0682 0.9095 -0.13 0.08 -0.12
C -2.0506 3.0412 0.5324 0.06 -0.03 -0.18
Se -0.9998 3.0411 -1.0221 0.07 -0.04 -0.03
N -2.0450 4.0037 1.4728 -0.05 0.01 0.02
C -1.3904 5.3092 1.3346 -0.02 -0.03 0.06
C -2.1031 6.2144 0.3326 0.02 0.00 0.02
C -3.5876 6.4412 0.6045 0.00 0.01 0.00
C -3.8637 7.2968 1.8351 0.00 0.01 0.01
C -2.8897 3.6221 2.5113 -0.03 0.05 0.02
C -3.1801 4.2043 3.7396 0.00 0.00 -0.04
C -4.0526 3.5201 4.5652 0.01 -0.02 0.00
C -4.6216 2.2977 4.1837 -0.03 0.01 -0.02
C -4.3237 1.7130 2.9673 -0.14 0.23 -0.06
C -3.4368 2.3976 2.1458 -0.07 -0.02 -0.02
H -4.5854 0.5447 -3.8490 -0.05 0.00 0.00
H -5.2817 -0.5186 -2.6318 -0.02 0.00 -0.01
H -3.5513 -0.1389 -2.6092 -0.11 0.03 -0.02
H -5.8482 1.8447 -2.1179 0.00 0.02 0.01
H -4.1534 2.2893 -2.1146 0.01 -0.01 0.00
H -5.3534 0.2268 -0.2157 0.02 -0.01 -0.03
H -5.2324 1.9269 0.1717 -0.01 -0.02 0.03
H -2.6162 0.8213 -0.7196 -0.04 -0.04 -0.03
H -3.2470 0.0350 0.7248 -0.09 0.00 0.04
H -0.3665 5.1283 1.0127 0.04 0.01 -0.01
H -1.3650 5.7526 2.3296 0.00 -0.02 0.00
H -1.9627 5.7927 -0.6641 -0.02 -0.01 -0.01
H -1.5782 7.1739 0.3403 0.01 -0.01 -0.02
H -4.1025 5.4779 0.6893 -0.01 0.00 0.01
H -4.0190 6.9290 -0.2713 0.00 0.00 0.00
H -3.5104 6.8278 2.7547 0.01 0.00 -0.01
H -4.9314 7.4761 1.9583 0.00 -0.01 0.00
H -3.3721 8.2677 1.7495 0.00 0.00 -0.01
H -2.7464 5.1452 4.0469 0.00 -0.01 0.00
H -4.3076 3.9409 5.5281 0.00 0.00 0.00
H -5.3114 1.8056 4.8557 0.00 -0.01 0.00
H -4.7693 0.7744 2.6661 -0.05 0.05 -0.02
C 1.5823 -2.7960 -1.5244 -0.01 0.00 -0.01
C 2.8462 -1.9719 -1.7736 -0.02 0.02 0.04
C 2.8225 -1.4173 -3.1987 -0.03 -0.04 -0.02
C 4.0903 -2.8472 -1.6473 0.01 0.00 0.00
Sb 2.7318 -0.3365 -0.2954 -0.07 -0.06 -0.23
C 3.1712 -1.2051 1.6840 0.03 0.04 -0.03
C 1.9149 -1.8619 2.2473 -0.01 -0.07 -0.05
C 4.2803 -2.2529 1.6316 0.05 0.01 0.04
C 3.6028 -0.0762 2.6203 -0.01 0.04 -0.02
C 4.3195 1.1132 -0.7094 0.00 -0.03 -0.06
C 4.1044 2.3383 0.1752 0.00 0.01 0.02
C 4.1665 1.5621 -2.1633 -0.03 0.04 -0.01
C 5.7057 0.5208 -0.4796 0.01 -0.03 0.00
H 1.5229 -3.5914 -2.2735 0.00 0.00 0.00
H 0.6784 -2.1883 -1.6140 -0.01 0.00 -0.01
H 1.5922 -3.2766 -0.5432 -0.01 0.02 0.01
H 2.6233 -2.2550 -3.8753 -0.01 0.00 0.01
H 3.7879 -1.0067 -3.4878 0.01 0.01 0.00
H 2.0542 -0.6663 -3.3488 0.01 0.00 -0.01
H 4.0569 -3.5877 -2.4532 0.00 0.01 -0.01
H 4.1491 -3.3949 -0.7135 -0.02 -0.02 0.01
H 5.0113 -2.2775 -1.7758 0.00 0.00 0.01
H 1.5229 -2.6462 1.5973 -0.01 0.02 0.00
H 1.1310 -1.1350 2.4314 -0.15 0.13 0.01
H 2.1644 -2.3253 3.2078 0.00 -0.01 -0.01
H 3.9366 -3.1838 1.1870 -0.01 0.00 0.01
H 4.5779 -2.4834 2.6602 0.01 0.01 0.00
H 5.1710 -1.9186 1.0993 -0.01 -0.01 -0.01
H 2.9072 0.7635 2.6084 -0.04 -0.01 0.02
H 4.5990 0.2967 2.3815 -0.02 0.00 0.00
H 3.6352 -0.4637 3.6438 0.02 -0.01 0.00
H 3.1058 2.7520 0.0248 0.04 -0.01 -0.04
H 4.8257 3.1079 -0.1176 0.01 -0.01 0.01
H 4.2507 2.1377 1.2362 -0.03 0.00 -0.02
H 3.1606 1.9330 -2.3760 0.00 -0.02 0.00
H 4.3969 0.7740 -2.8746 0.02 -0.01 0.00
H 4.8688 2.3813 -2.3476 0.00 0.00 0.00
H 5.8525 0.1812 0.5467 0.00 0.02 0.00
H 6.4613 1.2874 -0.6793 -0.01 0.01 -0.01
H 5.9095 -0.3158 -1.1493 -0.01 -0.01 0.00
O -1.3765 -0.0851 -2.7126 -0.03 0.21 0.22
C -0.4614 0.5924 -3.1438 0.12 -0.44 -0.06
O 0.6873 0.7691 -2.5332 -0.09 0.74 -0.08
C -0.5591 1.2671 -4.4790 0.15 -0.06 -0.02
C -1.7773 1.7950 -4.8866 -0.06 -0.05 -0.04
C -1.8904 2.4357 -6.1123 -0.02 0.01 0.01
C -0.7923 2.5348 -6.9527 0.00 -0.04 0.04
C 0.4067 1.9931 -6.5251 -0.02 -0.12 -0.13
C 0.5532 1.3715 -5.3024 -0.01 0.08 0.08
N 1.5898 2.0951 -7.4056 0.11 0.52 0.22
O 1.4433 2.6399 -8.4783 -0.04 -0.18 -0.08
O 2.6498 1.6957 -6.9669 -0.04 -0.20 -0.07
H -2.6351 1.6967 -4.2337 0.03 0.00 -0.01
H -2.8395 2.8538 -6.4189 0.00 0.00 0.00
H -0.8499 3.0174 -7.9167 0.00 0.00 0.00
H 1.5155 0.9827 -5.0066 0.02 0.01 0.01
```
Forces are in eV/Å.

Results
2S+1 = 1
HOMO-LUMO gap = 8.1 eV
HOMO level = -0.3922 Ha
Relative energy (zero: lowest compared OMol25 entry of this formula, charge and spin) = 0.784 eV
Lowest unoccupied orbital energy = -2.6 eV
Charge = +1

Atomic partial charges in e from the Mulliken method, atoms 1 to 2:
1. Pt 1.966
2. C -1.393